Record 1
125
Properties=species:S:1:pos:R:3:forces:R:3 method="wB97M-V/def2-TZVPD" homo_lumo_gap_ev=5.6 charge=-2 e_above_lowest_kcal_mol=0.0
Rb 0.437897 -1.505576 0.535066 0.1 0.2 -0.1
N -0.709831 -4.842222 4.201441 0.0 0.0 0.0
C -1.195346 -3.852744 5.032746 0.0 0.0 0.0
C -1.850301 -3.884637 6.257752 0.0 0.0 0.0
C -2.199976 -2.660965 6.801979 0.0 0.0 0.0
C -1.897940 -1.454100 6.154665 0.0 0.0 0.0
C -1.237487 -1.427411 4.940512 0.0 -0.1 0.0
C -0.890190 -2.651089 4.373361 -0.1 -0.1 0.0
N -0.245634 -2.915888 3.176860 0.1 -0.1 0.0
C -0.149389 -4.211826 3.115406 0.0 0.0 -0.1
C 0.444356 -4.957437 2.004664 0.0 0.1 0.1
C 0.184053 -6.255159 1.687490 0.0 0.0 0.0
S 1.047980 -6.677110 0.274869 0.0 0.0 0.0
C 1.707616 -5.088645 0.223220 -0.1 0.1 0.0
N 1.313313 -4.304970 1.168367 0.1 -0.2 0.1
H -0.679681 -5.827364 4.387417 0.0 0.0 0.0
H -2.081925 -4.814909 6.761866 0.0 0.0 0.0
H -2.715259 -2.634206 7.754628 0.0 0.0 0.0
H -2.172628 -0.517926 6.621507 0.0 0.0 0.0
H -0.978742 -0.496509 4.449704 0.0 -0.1 0.0
H -0.506942 -6.937530 2.153756 0.0 0.0 0.0
H 2.373336 -4.784330 -0.568770 0.0 0.0 0.0
C -2.058346 4.709217 0.328652 0.0 0.0 0.0
C -0.571651 4.672793 0.671671 0.0 0.0 0.0
C -0.069085 6.039918 1.107211 0.0 0.0 0.0
O 0.206606 4.244688 -0.425822 0.0 0.0 0.0
C 0.628470 2.881074 -0.233266 -0.1 -0.1 0.0
C 0.137525 2.501704 1.175249 0.0 0.0 0.0
O -0.353770 3.749070 1.708319 0.1 0.0 0.0
C 1.213681 1.900448 2.156910 0.0 0.0 0.0
O 1.634330 0.682127 1.767498 0.1 0.1 0.0
C 2.377257 2.928335 2.278792 0.1 0.0 0.0
C 3.608003 2.593648 1.727268 -0.1 0.0 0.0
C 4.692174 3.459806 1.802291 0.0 0.0 0.0
C 4.565509 4.679814 2.450421 0.0 0.0 0.0
C 3.347424 5.016213 3.030234 0.0 0.0 0.0
C 2.267489 4.148752 2.947288 0.0 -0.1 0.0
C 0.625453 1.783255 3.589681 0.1 0.0 0.0
C 1.508649 1.277228 4.552006 -0.1 0.0 -0.1
C 1.133736 1.137678 5.873057 0.0 0.0 0.1
C -0.156448 1.484177 6.274818 0.0 0.0 0.0
C -1.055471 1.935848 5.326966 0.0 0.1 -0.1
C -0.668450 2.084846 3.991995 0.0 0.0 0.1
C 0.163968 1.914691 -1.375801 0.2 0.1 0.1
O 0.388004 0.666716 -0.951049 -0.4 -0.3 -0.2
C 1.001881 2.191667 -2.651242 0.0 0.0 0.0
C 1.750864 3.340289 -2.883635 0.0 0.0 -0.1
C 2.545560 3.453542 -4.023968 0.0 0.0 0.0
C 2.593315 2.425528 -4.950893 0.0 0.0 0.0
C 1.839680 1.274088 -4.729203 0.0 0.0 0.0
C 1.060441 1.161542 -3.591316 0.0 0.0 0.0
C -1.319333 2.159720 -1.746689 0.0 0.0 0.0
C -2.267920 1.267669 -1.260625 0.0 0.0 0.0
C -3.615594 1.417248 -1.566440 0.0 0.0 0.0
C -4.032528 2.455054 -2.390164 0.0 0.0 0.0
C -3.088625 3.337852 -2.902482 0.0 0.0 0.0
C -1.747712 3.191479 -2.579366 0.0 0.0 0.0
H -2.238422 5.350895 -0.535190 0.0 0.0 0.0
H -2.616857 5.093034 1.185276 0.0 0.0 0.0
H -2.414125 3.707163 0.092039 0.0 0.0 0.0
H -0.230826 6.762719 0.305640 0.0 0.0 0.0
H 0.994761 5.977139 1.328758 0.0 0.0 0.0
H -0.605619 6.372230 1.998200 0.0 0.0 0.0
H 1.722339 2.865026 -0.245442 0.0 0.0 0.0
H -0.674704 1.768074 1.115142 0.0 0.0 0.0
H 3.679726 1.621503 1.258757 0.0 0.0 0.0
H 5.641748 3.178004 1.360011 0.0 0.0 0.0
H 5.409159 5.358101 2.514551 0.0 0.0 0.0
H 3.239543 5.959851 3.554987 0.0 0.0 0.0
H 1.326133 4.411890 3.411978 0.0 0.0 0.0
H 2.499497 0.991334 4.220626 0.0 0.0 0.0
H 1.843318 0.757863 6.599798 0.0 0.0 0.0
H -0.455441 1.378780 7.311625 0.0 0.0 0.0
H -2.070336 2.187772 5.617478 0.0 0.0 0.0
H -1.377678 2.476713 3.276935 0.0 0.0 0.0
H 1.718245 4.157736 -2.173895 0.0 0.0 0.0
H 3.132529 4.352489 -4.179849 0.0 0.0 0.0
H 3.214123 2.513595 -5.835779 0.0 0.0 0.0
H 1.871712 0.454661 -5.438908 0.0 0.0 0.0
H 0.514297 0.249316 -3.378796 0.0 0.0 0.0
H -1.907893 0.443036 -0.657702 0.0 0.0 0.0
H -4.338850 0.712814 -1.169569 0.0 0.0 0.0
H -5.081417 2.570229 -2.639666 0.0 0.0 0.0
H -3.401741 4.144896 -3.556333 0.0 0.0 0.0
H -1.017175 3.886023 -2.976946 0.0 0.0 0.0
N -5.810590 -2.478663 -7.992798 0.0 0.0 0.0
C -5.092652 -2.596446 -7.101094 0.0 0.0 -0.1
C -4.195056 -2.758206 -5.991555 0.0 0.0 0.0
C -4.091834 -1.761242 -5.021645 0.0 0.0 0.0
C -3.237778 -1.937346 -3.947190 0.0 0.0 0.0
C -2.472062 -3.094708 -3.836655 0.0 -0.1 0.0
C -2.568690 -4.077006 -4.817709 0.0 0.0 0.0
C -3.429937 -3.919469 -5.888819 0.0 0.0 0.0
C -1.554019 -3.269125 -2.669730 0.0 0.0 0.0
C -2.202321 -3.618892 -1.472594 0.1 0.1 0.0
C -3.569062 -4.032238 -1.372240 0.0 0.0 0.0
C -3.802806 -4.270027 -0.038812 0.0 0.0 0.1
C -2.576756 -3.963268 0.619111 -0.1 0.0 0.0
N -1.625781 -3.589431 -0.215846 0.0 -0.1 0.0
C -0.205092 -3.043084 -2.945004 -0.1 0.0 0.1
C 0.322333 -2.626152 -4.214973 0.0 0.0 0.0
C 1.680489 -2.550353 -4.062250 0.0 0.0 0.0
C 1.931158 -2.923544 -2.706349 0.0 0.0 0.1
N 0.834189 -3.210587 -2.038882 0.0 0.0 -0.1
H -4.678944 -0.857170 -5.112950 0.0 0.0 0.0
H -3.147046 -1.170896 -3.186988 0.0 0.0 0.0
H -1.959903 -4.967206 -4.727589 0.0 0.0 0.0
H -3.514431 -4.685905 -6.648103 0.0 0.0 0.0
H -4.265311 -4.146939 -2.189445 0.0 0.0 0.0
H -4.722189 -4.595779 0.425062 0.0 0.0 0.0
H -2.402145 -3.974703 1.688844 0.0 0.0 0.0
H -0.250376 -2.391552 -5.099334 0.0 0.0 0.0
H 2.414462 -2.248903 -4.794662 0.0 0.0 0.0
H 2.903072 -2.972495 -2.227310 0.0 0.0 0.0
C 3.335879 0.206169 -0.920298 0.0 0.1 -0.2
N 3.935920 -0.876007 -0.160871 -0.1 -0.1 0.1
C 4.820851 -1.735285 -0.651355 0.1 0.0 0.0
N 5.169331 -1.560417 -1.948951 0.0 0.1 0.0
S 5.510257 -3.002183 0.235961 -0.1 0.0 0.0
H 2.470179 0.586532 -0.381977 -0.1 0.0 0.1
H 2.949966 -0.151622 -1.876478 0.0 0.0 0.0
H 4.046435 1.024680 -1.089003 0.0 -0.1 0.0
H 3.679081 -0.978309 0.811902 0.0 0.0 -0.1
H 4.837509 -0.779903 -2.488707 0.0 0.0 0.0
H 5.875261 -2.170371 -2.313307 0.0 0.0 0.0



Record 2
91
Properties=species:S:1:pos:R:3:forces:R:3 method="wB97M-V/def2-TZVPD" homo_lumo_gap_ev=5.8 charge=-1
C -1.923738 3.511797 0.209165 -1.2 0.5 -1.0
N -1.333087 4.126787 -1.031427 -0.3 -1.4 -0.6
C -0.022835 4.739587 -0.658451 0.1 -2.0 1.3
C -1.171798 3.028376 -2.094486 1.1 0.1 0.0
C -2.233681 5.154494 -1.617912 0.2 0.7 1.5
C -3.673534 4.750589 -1.659644 -0.3 0.1 -1.5
O -3.896237 3.522628 -2.398832 0.7 0.9 0.0
H -3.007168 3.314924 0.060287 0.9 0.3 0.1
H -1.774866 4.218677 1.000435 -0.1 0.1 0.5
H -1.463538 2.572671 0.322185 0.9 -1.1 0.5
H -0.201022 5.598270 -0.007444 0.0 -0.1 0.1
H 0.466854 5.049205 -1.545515 0.6 0.2 -0.9
H 0.535452 3.873913 -0.146476 -0.5 1.6 -0.7
H -0.975548 3.595293 -3.024821 -0.3 -0.6 0.3
H -2.096256 2.441487 -2.143176 0.4 0.5 -0.1
H -0.308929 2.334572 -1.909695 -0.7 0.8 0.3
H -1.799324 5.486337 -2.565668 -0.3 -0.3 0.0
H -2.204847 5.987137 -0.888541 -0.1 -0.1 -0.3
H -4.098629 5.611827 -2.182191 -0.5 -0.1 -0.1
H -4.171289 4.658234 -0.709113 0.3 0.4 0.5
H -4.809797 3.321203 -2.269767 -0.9 -0.3 0.0
C -0.729360 -2.780804 5.166732 -0.6 -1.4 -0.9
N -0.746630 -2.693106 3.641873 0.7 0.3 0.1
C -1.281942 -1.374225 3.106288 0.8 -0.3 0.7
C 0.681180 -2.867054 3.165883 -0.2 -0.3 1.4
C -1.570115 -3.822546 3.155203 0.0 -0.3 -1.6
C -1.681555 -3.978542 1.593233 -0.4 1.6 0.7
O -2.626920 -4.949761 1.318336 -1.0 -1.1 0.0
H -0.041102 -2.076621 5.554538 0.9 0.6 0.3
H -0.530364 -3.851167 5.458881 0.1 1.0 -0.5
H -1.701384 -2.520605 5.526054 -0.8 0.2 0.1
H -0.794039 -0.582542 3.675510 0.1 0.0 -0.2
H -2.340839 -1.330054 3.311314 -0.3 -0.1 -0.1
H -1.045000 -1.267556 2.038636 -0.1 0.0 0.4
H 0.648804 -2.724875 2.085316 0.5 0.0 0.2
H 0.992375 -3.901204 3.500400 -0.3 1.1 -0.6
H 1.261137 -2.088573 3.725947 -0.2 -0.7 -0.9
H -2.547881 -3.668356 3.585137 -0.5 -0.1 -0.1
H -1.137757 -4.745901 3.542011 -0.1 -0.2 0.3
H -0.746053 -4.290220 1.125111 0.3 0.5 0.2
H -2.098010 -3.028934 1.131709 0.8 -1.0 0.3
H -2.406041 -5.782443 1.767749 0.1 0.3 0.0
C 0.245382 -2.417892 -5.238765 1.3 1.1 -1.1
N 1.209681 -1.446251 -4.563308 -0.7 0.5 0.3
C 2.507963 -1.457675 -5.310694 -0.9 -0.9 -1.3
C 0.621737 -0.022510 -4.684482 0.6 -0.4 0.5
C 1.493717 -1.748050 -3.069080 0.5 -0.6 -0.9
C 0.410955 -2.371186 -2.220544 -2.0 1.5 0.2
O -0.755969 -1.523779 -2.274275 0.5 0.5 1.2
H -0.158013 -1.905791 -6.128342 0.2 -0.2 0.4
H -0.552197 -2.612352 -4.580064 -0.8 -0.4 0.8
H 0.778740 -3.295967 -5.616695 -0.1 0.0 0.6
H 2.844012 -2.515701 -5.331111 0.3 0.9 0.2
H 3.216721 -0.737030 -4.920117 0.1 -0.1 0.3
H 2.236814 -1.180898 -6.358719 0.4 -0.1 0.7
H 1.337095 0.610287 -5.208831 -0.3 -0.3 -0.5
H 0.539847 0.452090 -3.718933 -0.2 -0.3 0.6
H -0.346607 -0.145803 -5.127848 -0.3 0.5 -0.3
H 1.868461 -0.790720 -2.707256 -0.3 -0.2 0.5
H 2.306353 -2.434393 -3.080664 0.9 -0.6 -0.1
H 0.781367 -2.418988 -1.186105 0.2 0.0 -0.3
H -0.020530 -3.358872 -2.453811 1.0 0.1 -0.4
H -0.562741 -0.768583 -1.626927 -0.2 -0.7 -1.1
C 0.760580 -7.152237 6.218959 -1.1 0.2 0.6
C -0.454423 -7.094186 5.264724 1.1 3.3 -2.5
O -1.297307 -7.934369 5.102618 -0.8 -2.0 0.9
O -0.468425 -5.983224 4.523696 0.8 -1.1 1.6
H 1.711895 -6.973481 5.695494 -0.5 0.2 0.3
H 0.789716 -8.078432 6.772737 0.1 -0.6 -0.1
H 0.520535 -6.403478 7.007391 0.6 -0.1 -0.6
C 2.310467 1.004442 0.237474 -1.7 -0.3 1.5
C 0.980001 0.618229 -0.344568 -0.8 -0.1 -1.2
O 0.048878 0.155568 0.324435 -0.7 -0.5 1.6
O 0.862857 0.677125 -1.610612 0.6 0.4 -0.4
H 2.203578 1.436998 1.271280 0.2 0.1 -1.3
H 2.755748 1.565305 -0.551711 1.2 0.4 0.2
H 2.678978 0.007809 0.443159 1.1 -0.1 -0.3
C -1.770411 6.493489 3.220508 -2.6 -0.5 1.2
C -1.931253 6.689464 1.757794 -1.0 -0.7 -1.0
O -1.010662 7.278107 1.193036 1.3 0.7 -0.9
O -2.941208 6.190553 1.171993 -0.1 -0.1 0.3
H -2.693598 6.028404 3.672657 0.9 0.4 -0.4
H -1.620495 7.436842 3.691533 0.2 0.8 0.4
H -0.940245 5.886375 3.434638 1.2 -0.9 0.2
C 5.260129 0.659441 -2.071821 -1.6 0.9 1.6
C 6.377154 1.640493 -2.361343 1.0 1.0 -0.1
O 7.538938 1.171288 -2.198895 -0.7 0.5 -0.3
O 6.020801 2.824903 -2.657721 0.3 -1.3 0.2
H 5.556277 -0.365929 -2.139545 0.1 -0.7 -0.6
H 4.333150 0.966305 -2.613807 0.5 -0.6 0.2
H 5.020900 0.771369 -0.962345 0.2 0.1 -1.2



Record 3
20
Properties=species:S:1:pos:R:3:forces:R:3 method="wB97M-V/def2-TZVPD" homo_lumo_gap_ev=9.5 charge=0 smiles=CCNCCS.O e_above_lowest_kcal_mol=26.5
C 1.308854 0.354564 1.790852 0.9 1.6 -1.0
N 1.227940 -0.453875 0.592518 0.3 -0.8 -0.5
C 0.603138 -1.754817 0.787199 0.3 0.3 0.9
C -0.900577 -1.653062 0.872076 -0.3 -1.0 0.3
S -1.798788 -1.785860 -0.695989 -0.6 0.1 -0.2
C 1.265746 1.860112 1.403992 -0.2 -0.2 0.6
H 2.253727 0.182445 2.310201 -0.1 -0.4 0.1
H 0.504936 0.240755 2.490055 -0.6 -0.7 0.4
H 0.755145 0.027645 -0.158689 0.0 0.2 0.1
H 0.867663 -2.516341 0.063681 0.3 0.1 -0.5
H 0.996532 -2.143220 1.736766 -0.2 0.1 -0.1
H -1.194768 -0.744750 1.373430 -0.1 0.4 0.1
H -1.266694 -2.482040 1.481734 -0.1 0.0 -0.1
H -0.823194 -1.775940 -1.604695 0.4 0.1 0.2
H 0.530555 2.308123 2.076314 0.0 0.4 -0.3
H 0.957237 2.000541 0.368646 -0.1 0.0 0.0
H 2.195701 2.406748 1.543889 0.2 -0.2 0.0
H 0.273188 3.375747 -2.751066 0.2 -0.4 -0.3
H -0.160904 4.766875 -2.876292 -0.1 0.4 -0.3
O 0.155204 4.046569 -3.431123 -0.1 0.0 0.6



What are the molecular weight values for these records? In order: 1085.71 548.70 123.22 Da.